1.
Below is 15 unconnected molecules or ions with the total composition C49H98O37 at a distorted geometry, with properties calculated with the ωB97M-V functional and the def2-TZVPD basis.

Cartesian coordinates (Å):
1 C 1.93672 3.92369 2.76559
2 C 1.39335 4.47175 1.44347
3 C 1.91153 5.90193 1.39202
4 O 2.21463 6.28350 2.73632
5 C 2.60289 5.12059 3.46112
6 H 2.58631 3.05018 2.66691
7 H 1.12084 3.57098 3.39953
8 H 0.30201 4.45632 1.49104
9 H 1.66503 3.92198 0.54155
10 H 1.18934 6.58102 0.94202
11 H 2.85716 6.02329 0.85349
12 H 2.26656 5.20564 4.49285
13 H 3.69877 5.07037 3.44287
14 C 1.31821 -4.93695 -1.09798
15 C 2.56388 -4.28324 -1.69537
16 C 2.53113 -2.90551 -1.05891
17 O 1.15232 -2.55819 -1.04153
18 C 0.39306 -3.73898 -0.80686
19 H 1.51486 -5.55812 -0.22317
20 H 0.88684 -5.63916 -1.81716
21 H 2.51714 -4.22773 -2.78391
22 H 3.47847 -4.84181 -1.48084
23 H 3.08372 -2.14988 -1.61806
24 H 2.94379 -2.91276 -0.04319
25 H -0.52303 -3.78932 -1.39587
26 H 0.10052 -3.74690 0.24680
27 C -2.87108 -4.94869 1.73393
28 C -3.73354 -4.81406 2.97946
29 C -4.13210 -3.34207 2.90210
30 O -3.01565 -2.65818 2.36229
31 C -2.17831 -3.58685 1.65978
32 H -3.43764 -5.17446 0.82540
33 H -2.11501 -5.73693 1.78269
34 H -3.15775 -5.04618 3.87427
35 H -4.62451 -5.44348 2.95395
36 H -4.38103 -2.97384 3.89974
37 H -5.01557 -3.22143 2.26951
38 H -1.21826 -3.59748 2.17864
39 H -2.04820 -3.25622 0.62833
40 C -2.70509 1.91341 4.87514
41 C -1.67737 2.83660 4.18471
42 C -1.72626 2.38188 2.71641
43 O -2.66750 1.32856 2.62779
44 C -2.83778 0.74097 3.89395
45 H -3.67805 2.39775 4.98525
46 H -2.40871 1.55597 5.86281
47 H -0.71177 2.54894 4.61606
48 H -1.73766 3.90147 4.39314
49 H -0.73553 2.04101 2.38196
50 H -2.03917 3.16527 2.02167
51 H -2.12785 -0.08566 4.04716
52 H -3.81236 0.25698 4.00081
53 C -5.19316 -0.55065 0.17146
54 O -6.54019 -0.34161 -0.27673
55 C -7.46517 -1.05286 0.33859
56 O -7.31219 -1.75399 1.30301
57 O -8.61643 -0.90933 -0.33004
58 C -9.82572 -1.19287 0.36753
59 H -4.83882 0.05973 0.99855
60 H -4.57071 -0.35366 -0.69475
61 H -5.05974 -1.59840 0.41367
62 H -10.11377 -0.37640 1.03037
63 H -9.74155 -2.12183 0.92898
64 H -10.58339 -1.28180 -0.40713
65 C -0.59756 -1.88989 -4.05607
66 O -0.84215 -3.24043 -4.37422
67 C -1.52141 -3.54049 -5.47063
68 O -1.94649 -2.79524 -6.30211
69 O -1.63016 -4.87298 -5.48752
70 C -2.42526 -5.42143 -6.53059
71 H 0.34561 -1.55954 -4.49755
72 H -0.58513 -1.74424 -2.98057
73 H -1.35242 -1.23661 -4.50058
74 H -2.02855 -5.13060 -7.50199
75 H -3.45532 -5.06671 -6.45206
76 H -2.42954 -6.50130 -6.42330
77 C -2.81383 -5.77588 -2.81251
78 O -2.67498 -4.39446 -2.50363
79 C -3.70984 -3.71194 -2.02781
80 O -3.65435 -2.53663 -1.78767
81 O -4.80110 -4.46867 -1.89487
82 C -5.94310 -3.86097 -1.28763
83 H -1.83606 -6.20217 -3.00677
84 H -3.38504 -5.87543 -3.73960
85 H -3.35438 -6.35737 -2.06844
86 H -5.72278 -3.49779 -0.28335
87 H -6.70974 -4.62208 -1.21090
88 H -6.24491 -2.99896 -1.88421
89 C 1.54994 -2.36786 2.43481
90 O 1.86103 -2.73074 3.76933
91 C 1.21250 -3.73976 4.32147
92 O 0.38306 -4.42830 3.78361
93 O 1.64169 -3.86160 5.57655
94 C 0.98454 -4.82586 6.38676
95 H 0.56037 -1.90214 2.41513
96 H 1.54601 -3.23578 1.78018
97 H 2.23716 -1.60768 2.08084
98 H 0.95091 -4.42367 7.39614
99 H 1.53727 -5.76412 6.40540
100 H -0.02632 -4.99826 6.02222
101 C 1.16629 0.12054 4.67571
102 O 1.48692 1.36228 5.28670
103 C 2.69417 1.44073 5.82991
104 O 3.44938 0.52131 5.99789
105 O 2.91456 2.71450 6.14850
106 C 4.19968 2.99112 6.68270
107 H 0.10277 0.13952 4.46234
108 H 1.36423 -0.71454 5.34691
109 H 1.74010 -0.03059 3.76440
110 H 4.93368 3.00658 5.86723
111 H 4.54504 2.25114 7.39811
112 H 4.19911 3.99880 7.08530
113 C 3.20019 1.41439 -0.53293
114 O 1.98884 0.85194 -1.03228
115 C 1.09431 0.46165 -0.11067
116 O 1.28278 0.55660 1.07459
117 O 0.02154 0.04820 -0.75336
118 C -1.12650 -0.27613 0.04762
119 H 3.06873 2.37452 -0.03844
120 H 3.74222 1.60869 -1.45949
121 H 3.75318 0.68950 0.05161
122 H -1.54756 0.66493 0.39471
123 H -0.92787 -0.91910 0.90092
124 H -1.85408 -0.77749 -0.58823
125 C 4.77404 1.70470 -5.01426
126 O 5.12837 2.17281 -3.72947
127 C 6.39265 2.10550 -3.30017
128 O 7.31146 1.67424 -3.93729
129 O 6.38960 2.56416 -2.05222
130 C 7.64225 2.59760 -1.36777
131 H 3.72544 1.43038 -5.04672
132 H 5.35882 0.80395 -5.23014
133 H 4.99274 2.41860 -5.80781
134 H 7.52406 2.01240 -0.45421
135 H 7.82540 3.62636 -1.05820
136 H 8.48278 2.23273 -1.94795
137 C -2.94713 2.30438 -1.30255
138 O -4.09718 2.20622 -0.51265
139 C -4.40865 3.18410 0.33400
140 O -3.82284 4.21937 0.45628
141 O -5.41614 2.74625 1.08982
142 C -5.98392 3.73125 1.94601
143 H -2.68523 1.30560 -1.63770
144 H -2.10088 2.76172 -0.78448
145 H -3.09297 2.92227 -2.19434
146 H -6.27849 4.62283 1.39562
147 H -5.29352 3.97004 2.75125
148 H -6.89178 3.28482 2.34633
149 C -0.44721 0.47279 -7.73343
150 O 0.09297 0.84526 -6.46855
151 C 0.81041 1.97779 -6.43332
152 O 1.12236 2.65063 -7.36881
153 O 1.17807 2.29654 -5.18955
154 C 0.87996 1.48592 -4.06471
155 H 0.25125 -0.17016 -8.26092
156 H -0.66465 1.35426 -8.33663
157 H -1.39813 -0.02011 -7.55031
158 H -0.01827 0.89379 -4.22333
159 H 0.67727 2.09789 -3.18792
160 H 1.71827 0.82791 -3.83483
161 C 1.57984 7.94735 -3.90662
162 O 2.18373 6.74499 -3.44615
163 C 2.56877 6.70872 -2.16621
164 O 2.45351 7.60113 -1.37575
165 O 3.15211 5.55533 -1.85512
166 C 3.19185 4.49535 -2.79721
167 H 1.93537 8.81214 -3.34328
168 H 0.50510 7.89766 -3.73745
169 H 1.86310 8.07132 -4.94502
170 H 3.90273 4.69393 -3.60042
171 H 2.24065 4.33547 -3.31240
172 H 3.44636 3.57076 -2.29756
173 C 5.70058 -0.93701 -1.07198
174 O 5.22599 -1.32000 0.20749
175 C 5.51506 -0.61210 1.30299
176 O 6.12918 0.41947 1.33624
177 O 4.99270 -1.26609 2.32806
178 C 5.33223 -0.78009 3.62740
179 H 5.70946 -1.85377 -1.65465
180 H 6.70094 -0.50636 -1.09815
181 H 5.00002 -0.22575 -1.50487
182 H 4.68902 -1.26296 4.35442
183 H 5.21796 0.30009 3.69270
184 H 6.36970 -1.01824 3.87365

Properties
E_HOMO, eV: -8.87
E, a.u.: -4709.73350
Frontier orbital gap, eV: 9.270


2.
Below is a molecular structure, C4AlBiCl2O4 at a distorted geometry, with properties calculated with the ωB97M-V functional and the def2-TZVPD basis.

Cartesian coordinates (Å):
1 Bi -0.74024 1.04793 -5.30251
2 Al -0.53765 -0.99486 -2.20737
3 Cl -1.16561 -1.46983 -4.67175
4 Cl -1.12980 1.19394 -2.42605
5 C 0.65728 -0.16354 -0.61736
6 C -1.63380 -0.03898 -7.37244
7 C 0.12866 1.96282 -7.56460
8 O 1.15752 0.20747 0.36882
9 O -2.17849 -0.57753 -8.23838
10 O 0.21803 2.42523 -8.61357
11 O -1.54277 -0.51778 0.84881
12 C -1.36524 -0.56042 -0.30850

Properties
E_HOMO, eV: -28.00
E, a.u.: -1828.78936
Net charge: +4
Frontier orbital gap, eV: 7.864


3.
Below is a molecular structure, C4CoO4 at a distorted geometry, with properties calculated with the ωB97M-V functional and the def2-TZVPD basis.

Cartesian coordinates (Å):
1 O -1.33665 -1.16181 2.82134
2 C -0.88625 -0.66435 1.89216
3 Co -0.16815 0.12812 0.41182
4 C -1.20018 -0.25479 -1.04535
5 C 1.52356 -0.50524 0.14296
6 O -1.84787 -0.49520 -1.95993
7 O 2.58511 -0.90297 -0.02581
8 O 0.85264 2.33445 -1.46219
9 C 0.47778 1.52180 -0.77500

Properties
E_HOMO (spin up / spin down), eV: -22.26 / -24.24
E, a.u.: -1835.32290
Net charge: +2
Frontier orbital gap (spin up / spin down), eV: 11.238 / 10.314
Energy above the lowest of the compared OMol25 structures with the same formula, charge and spin, eV: 0.000
2S+1: 4


4.
Below is a molecular structure, C4F6MoN2S3Sb at a distorted geometry, with properties calculated with the ωB97M-V functional and the def2-TZVPD basis.

Cartesian coordinates (Å):
1 Mo -0.18846 0.82050 -1.84244
2 S -1.89970 -0.39430 -0.71034
3 C -1.48593 0.86648 0.44279
4 S -0.80079 2.37434 -0.23896
5 C -1.74832 0.73731 1.79085
6 C -2.36832 -0.42431 2.32221
7 N -2.83386 -1.37295 2.75730
8 C -1.42298 1.73386 2.74678
9 N -1.16749 2.52947 3.52754
10 F 0.66211 -1.59156 -1.89333
11 Sb 2.44863 -1.60780 -0.81265
12 F 1.16431 -0.43730 0.25064
13 F 1.62478 0.67623 -2.03011
14 F 1.91349 -3.11128 0.21658
15 F 3.23336 -1.87562 -2.52673
16 F 3.80587 -0.39157 -0.23429
17 S -0.93669 1.46851 -3.76584

Properties
E_HOMO (spin up / spin down), eV: -18.46 / -18.70
E, a.u.: -2363.36371
Net charge: +2
Frontier orbital gap (spin up / spin down), eV: 6.210 / 5.971
Energy above the lowest of the compared OMol25 structures with the same formula, charge and spin, eV: 1.764
2S+1: 2